*a*
Formula: C6H13N4O
Source: OMol25
Level of theory: the ωB97M-V functional and the def2-TZVPD basis

Calculated values
Charge: +1
Frontier orbital gap (alpha / beta): 6.832 / 7.765 eV
E_HOMO (alpha / beta): -11.99 / -12.56 eV

Geometry (Å):
H (-0.4274, 3.0588, 1.6744)
H (-0.6898, -1.8180, -1.6040)
N (-1.9644, 0.9601, -0.6115)
H (-1.4676, -2.5125, 0.6415)
H (-3.3614, 0.8039, -1.7342)
H (0.6452, 0.1478, 2.8226)
N (-2.4342, 0.6331, -1.7177)
C (-0.6625, -1.7027, 0.6536)
C (1.8830, -1.6050, -2.0234)
H (0.2398, 1.0394, -0.7729)
H (1.4692, -2.4252, -2.7315)
N (-0.3976, 1.0970, 1.1605)
H (1.2923, -0.1576, 1.1763)
O (1.2645, -1.6132, -0.7254)
H (1.7095, -0.5417, -2.3593)
H (0.6842, 2.7312, 0.3540)
C (-0.0821, -1.5232, -0.7027)
N (-0.4497, -1.2146, 1.7979)
H (-1.3284, 1.2572, 1.5910)
C (0.4205, -0.0590, 1.7964)
C (-0.6779, 0.8530, -0.2632)
H (2.9312, -1.9277, -1.8399)
H (1.1069, 2.1452, 2.0355)
C (0.2969, 2.3738, 1.3821)

*b*
Formula: C6H13N4O
Source: OMol25
Level of theory: the ωB97M-V functional and the def2-TZVPD basis

Calculated values
Charge: +1
Frontier orbital gap (alpha / beta): 8.059 / 8.061 eV
E_HOMO (alpha / beta): -11.16 / -11.16 eV
SMILES: C=[N+](C)/C=C(\[O-])NCNC=[NH2+]

Geometry (Å):
C (-0.8145, 0.2261, -0.2645)
C (2.3745, 0.4797, 0.8595)
C (-2.8693, -0.4574, 0.8723)
H (-2.3296, 2.5469, -0.7846)
C (-0.2502, -1.0705, -0.3678)
C (-2.6697, 1.6727, -0.2198)
H (2.6113, 1.7724, -0.6856)
N (2.3643, 0.7882, -0.3872)
H (-2.7252, -0.0635, 1.9120)
H (2.0035, -1.4117, 0.5756)
H (1.5088, 0.5523, -2.1721)
N (1.1266, -1.1490, -0.9619)
H (2.8755, -0.5238, -1.8892)
H (-3.8848, -0.5122, 0.7369)
H (2.3819, 1.3460, 1.5365)
H (1.4072, -2.0505, -1.1785)
H (-0.3618, 0.9742, -0.9761)
O (-0.8370, -2.1429, 0.0470)
N (-2.0363, 0.5672, 0.0898)
N (2.1995, -0.7184, 1.3325)
H (-2.3845, -1.4823, 0.8302)
H (2.0605, -1.0174, 2.2908)
C (1.9420, -0.1182, -1.4578)
H (-3.6929, 1.7921, 0.2620)

Quick one: least stable of them? *a*

*a*
Formula: C4H8NO
Source: OMol25
Level of theory: the ωB97M-V functional and the def2-TZVPD basis

Calculated values
Charge: +1
Frontier orbital gap: 10.035 eV
E_HOMO: -17.01 eV

Geometry (Å):
H (-1.3764, 0.1335, 1.3723)
H (1.7357, -1.3468, 1.2660)
H (2.7258, 0.0191, 0.2713)
C (1.7758, -0.6683, 0.4122)
C (-0.9502, -0.2793, 0.4587)
C (0.4671, 0.2707, 0.3758)
H (1.9381, -1.3152, -0.3824)
N (-0.6228, 1.0538, -1.5021)
H (-2.1947, -0.1648, -1.5152)
O (0.4996, 0.9224, -0.9728)
H (0.6730, 1.0092, 1.1515)
H (-2.1899, 1.3667, -0.6344)
H (-0.8386, -1.4070, 0.4631)
C (-1.6425, 0.4058, -0.7639)

*b*
Formula: C4H8NO
Source: OMol25
Level of theory: the ωB97M-V functional and the def2-TZVPD basis

Calculated values
Charge: +1
Frontier orbital gap: 12.252 eV
E_HOMO: -15.55 eV

Geometry (Å):
H (2.1988, -0.0538, 0.0654)
O (-0.7854, 1.1611, -0.6358)
C (0.3653, -1.0321, -0.7629)
H (-2.0386, -0.2930, -1.6718)
C (0.1556, 1.2423, 0.2918)
H (0.8661, 0.5961, 2.2151)
H (0.8070, -1.0232, -1.6969)
H (0.5334, 2.3123, 0.2483)
H (-0.4636, -0.3798, 1.6915)
C (-1.3479, -0.0983, -0.8390)
C (0.3585, 0.2782, 1.3678)
N (1.0821, -0.1706, 0.1335)
H (-1.9452, -0.4716, 0.0414)
H (0.2140, -2.0676, -0.4482)

*c*
Formula: C4H8NO
Source: OMol25
Level of theory: the ωB97M-V functional and the def2-TZVPD basis

Calculated values
Charge: +1
Frontier orbital gap: 8.165 eV
E_HOMO: -14.25 eV

Geometry (Å):
H (2.3575, 1.3582, 0.6939)
O (-2.8481, -0.2698, -0.2860)
N (-0.1427, -0.4276, -0.0266)
H (1.9137, 1.7122, -0.9347)
C (-2.7330, 0.7333, 0.4599)
H (-1.8809, -0.6130, -0.5315)
C (0.7665, -1.5535, -0.1500)
H (0.8829, -2.2668, 0.7863)
H (3.0578, 0.3291, -0.4571)
C (2.1434, 0.8198, -0.1482)
H (-3.5220, 1.2030, 0.8397)
C (1.0853, -0.1148, -0.0396)
H (0.5978, -2.0323, -1.0549)
H (-1.6780, 1.1224, 0.8487)

Quick one: least stable of them? *c*

*a*
Formula: C3H6N4
Source: OMol25
Level of theory: the ωB97M-V functional and the def2-TZVPD basis

Calculated values
Charge: +2
Frontier orbital gap: 8.839 eV
E_HOMO: -21.80 eV
SMILES: Cc1[nH+]cnn[nH+]1

Geometry (Å):
C (1.5047, -0.9839, -0.0371)
H (-0.8161, -1.8521, 0.8418)
C (0.2342, -0.2841, 0.1694)
H (1.7375, -0.5434, -0.9998)
N (-1.9333, 0.0894, 1.1457)
N (-2.0266, 0.9945, 0.3672)
C (-1.1887, 1.4805, -0.5501)
H (0.8776, 1.5003, -0.6433)
H (-1.5416, 2.1125, -1.2714)
N (-0.7540, -0.8860, 0.7885)
N (0.0448, 1.0239, -0.2720)
H (1.5347, -2.0494, -0.0165)
H (2.3269, -0.6023, 0.4775)

*b*
Formula: C3H6N4
Source: OMol25
Level of theory: the ωB97M-V functional and the def2-TZVPD basis

Calculated values
Charge: +2
Frontier orbital gap: 10.060 eV
E_HOMO: -20.82 eV

Geometry (Å):
C (1.1792, -0.3346, -0.3616)
H (-2.8043, 0.7893, 0.8119)
H (-0.5936, 1.6831, 1.9273)
N (2.2935, -0.7035, -0.8161)
N (-2.2430, 0.1881, 0.1997)
N (-0.1240, -0.5384, -0.5573)
C (-0.1393, 1.0341, 1.1795)
C (-0.9603, 0.1992, 0.2446)
N (1.0953, 0.9474, 1.0722)
H (3.1577, -0.3019, -0.4254)
H (-0.4969, -1.1872, -1.2564)
H (2.4256, -1.3843, -1.5752)
H (-2.7899, -0.3912, -0.4433)

Quick one: least stable of them? *a*

*a*
Formula: C4H3N3
Source: OMol25
Level of theory: the ωB97M-V functional and the def2-TZVPD basis

Calculated values
Charge: 0
Frontier orbital gap: 9.643 eV
E_HOMO: -9.36 eV

Geometry (Å):
N (0.4782, 1.1587, -0.0785)
H (-2.2009, -0.9579, -0.0089)
C (-1.1552, -0.6727, 0.0010)
C (-0.8030, 0.6133, -0.0802)
C (0.5857, -2.5378, 0.1606)
H (-1.5781, 1.3658, -0.1648)
N (2.7090, 0.0512, 0.1718)
H (0.5506, 2.1608, -0.1546)
N (-0.2372, -1.6964, 0.0949)
C (1.6511, 0.5150, 0.0586)

*b*
Formula: C4H3N3
Source: OMol25
Level of theory: the ωB97M-V functional and the def2-TZVPD basis

Calculated values
Charge: 0
Frontier orbital gap: 9.627 eV
E_HOMO: -10.98 eV
SMILES: C/C(C#N)=N\C#N

Geometry (Å):
C (-1.5101, -0.6696, 0.9264)
N (0.1675, 2.1441, -2.5819)
H (1.8007, 0.0987, 0.1267)
H (1.0833, -0.4727, 1.6366)
N (-2.3363, -1.2108, 1.5475)
N (-0.7413, 0.7516, -0.8031)
C (-0.3967, -0.0039, 0.1562)
C (0.9165, -0.5080, 0.5525)
H (1.0941, -1.5878, 0.1328)
C (-0.0778, 1.4584, -1.6938)

Quick one: least stable of them? *a*

*a*
Formula: C7H12O
Source: OMol25
Level of theory: the ωB97M-V functional and the def2-TZVPD basis

Calculated values
Charge: -1
Spin multiplicity: 2
Frontier orbital gap (alpha / beta): 5.755 / 5.542 eV
E_HOMO (alpha / beta): -1.88 / -1.70 eV

Geometry (Å):
O (1.9932, -1.4150, 1.3908)
C (0.5409, 1.8000, 0.0046)
H (-1.3050, 0.9335, -2.4362)
H (-0.3846, -1.3549, -3.0238)
C (-0.3486, 0.8841, 0.4976)
C (0.2975, -0.5302, -2.7574)
H (-1.3153, -1.1110, 1.9654)
C (-0.7012, 0.8345, 1.9371)
C (-0.8970, -0.3230, 2.5938)
H (-1.3560, -0.9531, -0.3427)
H (0.5080, -0.0414, -3.7168)
H (1.1270, 2.3333, 0.7759)
H (-0.6466, -0.5148, 3.6264)
H (-0.4132, 1.7191, 2.4936)
C (-0.4881, 0.4476, -1.8813)
H (1.5435, -2.2570, 1.2249)
H (1.2001, -0.8487, -2.2650)
H (0.2279, 1.3233, -1.4291)
C (-0.8695, 0.0118, -0.5114)
H (1.2869, -0.9380, 1.8535)

*b*
Formula: C7H12O
Source: OMol25
Level of theory: the ωB97M-V functional and the def2-TZVPD basis

Calculated values
Charge: -1
Spin multiplicity: 2
Frontier orbital gap (alpha / beta): 3.252 / 7.566 eV
E_HOMO (alpha / beta): 0.57 / -3.83 eV

Geometry (Å):
C (2.1820, 0.6800, 0.4653)
H (1.1248, -0.1369, 2.1424)
C (-3.8362, 0.2125, -0.3479)
H (-0.4390, -0.0128, -0.7113)
H (-4.5965, -0.1654, -1.0796)
C (1.0509, -0.3240, 1.0478)
H (3.0241, 0.8415, 1.2756)
H (-2.0625, -0.1955, 1.8551)
H (2.8918, -0.9831, -0.7096)
H (-2.5450, -1.3926, -0.6458)
H (1.6382, 1.4871, 0.1450)
C (-1.5774, -0.1922, 0.8383)
C (2.6762, 0.1146, -0.7692)
C (-0.3385, -0.1503, 0.3787)
H (0.8883, -0.1159, -1.5474)
H (1.4932, -1.3899, 0.7681)
H (3.3747, 0.7752, -1.2774)
H (-3.9847, 1.1547, 0.1792)
O (1.7334, 0.2656, -1.9067)
C (-2.6979, -0.4726, -0.1008)

Quick one: least stable of them? *a*

*a*
Formula: C10H16
Source: OMol25
Level of theory: the ωB97M-V functional and the def2-TZVPD basis

Calculated values
Charge: -1
Spin multiplicity: 2
Frontier orbital gap (alpha / beta): 3.514 / 7.588 eV
E_HOMO (alpha / beta): 0.69 / -3.69 eV

Geometry (Å):
H (3.3653, 1.4174, -0.1311)
H (1.7025, 1.4051, 1.6733)
H (-0.3388, -1.8061, -0.5093)
C (1.1362, -0.7942, -1.4691)
H (-0.9632, 1.9769, -2.7702)
H (-0.1473, -2.6886, 2.3228)
C (-0.4866, -1.7980, 2.8440)
H (-1.9035, 2.6898, -1.4203)
C (-1.2980, 1.8371, -1.7423)
H (-1.5328, -2.0519, 3.0615)
H (-0.3600, 1.8594, -1.1754)
H (-1.5177, -0.2459, -2.0393)
H (-1.2931, -0.2340, 1.5511)
H (-0.1030, 0.2304, 2.7225)
H (-2.1818, 0.2950, -0.4812)
H (-3.0876, 0.7123, -1.9150)
C (0.4286, -1.0566, -0.2988)
C (1.5700, 0.6925, 0.8664)
C (2.2576, 0.1092, -1.3783)
H (2.9400, 0.1993, -2.2244)
C (-2.0791, 0.5335, -1.5412)
C (-0.3393, -0.5366, 1.9966)
H (0.1002, -1.8019, 3.7663)
C (2.4839, 0.7914, -0.2194)
C (0.7416, -0.4737, 0.9285)
H (0.9057, -1.2619, -2.4176)

*b*
Formula: C10H16
Source: OMol25
Level of theory: the ωB97M-V functional and the def2-TZVPD basis

Calculated values
Charge: -1
Spin multiplicity: 2
Frontier orbital gap (alpha / beta): 2.661 / 8.754 eV
E_HOMO (alpha / beta): 1.27 / -5.01 eV

Geometry (Å):
C (-0.4624, -1.4873, -2.6187)
H (1.7232, 0.8704, 2.1842)
C (-1.2027, -0.5559, -1.8753)
C (-1.0236, -1.9152, 0.1154)
H (-2.0183, -2.9201, 1.7285)
H (1.4721, 3.8883, -0.3992)
H (-0.3060, 3.8563, -0.0854)
H (0.6695, -3.2874, -2.5212)
C (-1.4829, -0.7594, -0.5266)
H (-1.6350, -1.2257, 2.0480)
H (-0.1521, 2.3507, 1.5991)
H (1.4960, 0.5658, 0.6465)
H (-0.3613, -2.4737, 2.0856)
C (1.7884, 1.4345, 1.2315)
C (-0.1315, -2.7595, -0.5880)
H (-2.1241, -0.0677, 0.0043)
H (0.5523, 2.5567, -0.9325)
C (0.0729, -2.5880, -1.9462)
C (0.8489, 2.6131, 1.2744)
H (2.8271, 1.7273, 1.1057)
H (0.4385, -3.4949, -0.0272)
H (-0.1055, -1.2610, -3.6125)
C (-1.2778, -2.1305, 1.5774)
C (0.6147, 3.2712, -0.1091)
H (-1.4957, 0.3862, -2.2468)
H (1.2754, 3.4058, 1.8881)

*c*
Formula: C10H16
Source: OMol25
Level of theory: the ωB97M-V functional and the def2-TZVPD basis

Calculated values
Charge: -1
Spin multiplicity: 2
Frontier orbital gap (alpha / beta): 3.438 / 7.413 eV
E_HOMO (alpha / beta): 0.59 / -3.56 eV

Geometry (Å):
C (0.2574, -0.9009, -0.6443)
H (-2.6726, 1.1775, -2.0966)
H (3.1659, -1.8127, -1.3575)
C (2.3353, -2.4048, -0.9370)
C (-0.8379, 2.3126, 1.6146)
H (2.0627, -0.5884, 0.4100)
H (-1.1177, -1.8955, 0.6051)
C (-2.1335, -0.3796, -0.6235)
H (0.0514, 2.2671, 3.5875)
H (1.3028, -2.0596, 0.8594)
H (1.3996, 0.1693, -2.1762)
C (-0.6247, 0.7394, -2.2219)
C (-0.2308, 1.5687, 2.7763)
H (-0.4713, 1.1521, -3.2264)
H (-3.1269, -0.4628, -0.1727)
H (1.7255, -2.7627, -1.7574)
C (1.5468, -1.4391, -0.0401)
H (-1.8678, 2.6507, 1.7150)
H (-0.7676, 0.7290, 3.2370)
C (-1.8734, 0.5155, -1.7178)
H (2.6897, -3.2771, -0.4737)
C (0.5078, 0.1375, -1.5794)
C (-1.0121, -1.1469, -0.1614)
H (-0.9570, 1.6024, 0.7794)
H (-0.0730, 2.9750, 1.1976)
H (0.7214, 1.1331, 2.4041)

Quick one: least stable of them? *c*

*a*
Formula: C5H10N2O
Source: OMol25
Level of theory: the ωB97M-V functional and the def2-TZVPD basis

Calculated values
Charge: 0
Frontier orbital gap: 8.988 eV
E_HOMO: -8.17 eV

Geometry (Å):
H (-0.8368, 1.1360, -0.6612)
C (-0.3622, 0.1834, -0.4330)
C (-0.1945, -0.7572, -1.6068)
O (-2.6702, -1.1680, -0.0497)
N (0.9343, 0.1419, 1.7050)
C (0.6628, 0.3049, 0.5156)
H (0.2129, -0.2309, -2.4678)
H (2.5279, 0.3671, -1.0148)
H (0.4557, -1.5927, -1.3543)
N (-1.8315, -0.5241, 1.9441)
H (-0.9765, -0.2854, 2.4284)
H (-1.1760, -1.1592, -1.8584)
H (1.8713, 0.4091, 1.9997)
C (-1.7965, -0.6383, 0.6026)
C (1.8871, 1.1764, -0.6733)
H (-2.5890, -0.9601, 2.4554)
H (1.4747, 1.7257, -1.5140)
H (2.4065, 1.8715, -0.0173)

*b*
Formula: C5H10N2O
Source: OMol25
Level of theory: the ωB97M-V functional and the def2-TZVPD basis

Calculated values
Charge: 0
Frontier orbital gap: 8.637 eV
E_HOMO: -7.71 eV
SMILES: C=CNN(O)C(=C)C

Geometry (Å):
C (-0.9016, -1.6116, 0.1006)
N (1.0055, -0.0672, -0.2288)
C (0.5709, -1.8007, -1.8616)
H (-1.6992, -0.8617, 0.0815)
C (-1.0844, 2.3694, 1.4672)
C (-0.2630, 1.8261, 0.5654)
H (-1.1359, 2.0068, 2.4871)
N (0.6013, 0.7749, 0.7577)
H (0.5006, 0.3267, 1.6674)
O (2.1011, 0.3810, -0.9500)
H (2.5695, 0.8916, -0.2691)
H (-0.2541, 2.1920, -0.4601)
H (-1.3218, -2.5534, -0.2677)
C (0.2798, -1.1510, -0.7205)
H (-1.7460, 3.1819, 1.1853)
H (1.4061, -1.4923, -2.4818)
H (-0.6031, -1.7784, 1.1416)
H (-0.0255, -2.6341, -2.2142)

Quick one: least stable of them? *b*